(1)
{
  "formula": "C28H27BrHoN3O2S",
  "method": "wB97M-V/def2-TZVPD",
  "elements": ["Ho", "Br", "C", "C", "C", "C", "C", "C", "C", "C", "C", "C", "H", "H", "H", "H", "H", "H", "C", "N", "C", "C", "N", "C", "S", "H", "H", "H", "H", "H", "H", "H", "H", "C", "O", "C", "C", "C", "C", "C", "C", "N", "C", "C", "C", "C", "C", "C", "C", "O", "H", "H", "H", "H", "H", "H", "H", "H", "H", "H", "H", "H", "H"],
  "coordinates": [[0.46156, -0.02765, 0.17659], [3.22816, 0.18025, -0.49041], [3.81166, 0.51565, 1.41019], [5.16436, 0.56285, 1.58059], [5.69446, 0.81995, 2.85329], [4.84286, 1.04955, 3.89339], [3.44496, 0.99895, 3.71409], [2.60366, 1.21645, 4.82239], [1.24896, 1.16805, 4.68499], [0.68036, 0.88765, 3.43159], [1.42456, 0.64575, 2.27679], [2.85686, 0.70975, 2.43739], [5.82246, 0.41255, 0.74289], [6.76316, 0.82255, 2.98859], [5.22446, 1.26725, 4.88029], [3.06516, 1.41765, 5.77519], [0.60486, 1.32425, 5.53509], [-0.40944, 0.85665, 3.38869], [-2.48324, 3.51025, -1.95741], [-1.73984, 3.75925, -0.75271], [-2.22684, 4.56595, 0.35769], [-1.02794, 4.58315, 1.32389], [-0.17364, 3.52325, 0.78739], [-0.58594, 3.18815, -0.46041], [0.25936, 2.15025, -1.50071], [-3.51474, 3.81615, -1.81811], [-2.44484, 2.44595, -2.19901], [-2.05474, 4.06525, -2.79331], [-3.10724, 4.08895, 0.80029], [-2.50854, 5.56075, 0.01079], [-1.30934, 4.35175, 2.35299], [-0.51284, 5.54785, 1.30069], [0.80676, 3.50185, 1.03789], [-2.72314, -4.32655, -1.51021], [-1.49254, -3.63755, -1.68851], [-0.75264, -3.27965, -0.63351], [-1.16544, -3.33675, 0.70619], [-0.28614, -3.06145, 1.74069], [1.06406, -2.81015, 1.47979], [1.49036, -2.72355, 0.15599], [0.57356, -2.84265, -0.90591], [1.02566, -2.57005, -2.20761], [0.35426, -2.11505, -3.27311], [-0.92114, -1.56455, -3.37141], [-1.51914, -1.53585, -4.67011], [-2.83344, -1.22625, -4.84381], [-3.62204, -0.88955, -3.72481], [-3.06144, -0.77555, -2.48091], [-1.68674, -1.03855, -2.25561], [-1.12644, -0.77405, -1.12221], [-3.06184, -4.55405, -2.52011], [-3.47054, -3.70095, -1.01851], [-2.58024, -5.25695, -0.95271], [-2.18244, -3.61865, 0.93599], [-0.63074, -3.11815, 2.76229], [1.78126, -2.77205, 2.29169], [2.55196, -2.66145, -0.07121], [1.99466, -2.82575, -2.37541], [0.90296, -2.22215, -4.20201], [-0.91304, -1.83795, -5.51051], [-3.28244, -1.24555, -5.82561], [-4.67714, -0.70395, -3.86381], [-3.65924, -0.46175, -1.63661]],
  "forces_ev_per_angstrom": [[0.2, 0.1, -0.1], [0.3, 0.2, 0.9], [0.2, 0.0, -0.1], [-0.3, -0.1, -0.6], [-0.2, 0.0, 0.2], [0.2, -0.1, -0.2], [-0.1, -0.1, -0.3], [-0.3, 0.0, -0.1], [0.1, 0.0, 0.1], [0.1, -0.2, -0.7], [-0.1, 0.0, 0.1], [-0.3, 0.1, 0.1], [0.2, -0.1, -0.1], [0.1, 0.1, 0.0], [0.1, 0.0, 0.1], [0.0, 0.0, 0.2], [-0.1, 0.1, 0.2], [0.1, 0.0, 0.0], [-0.2, -0.1, -0.6], [0.6, -0.2, 0.3], [-0.3, 0.2, 0.3], [-0.2, 0.2, 0.2], [-0.2, 0.0, -0.3], [0.1, 0.2, 0.5], [0.3, -0.4, -0.1], [-0.1, 0.0, 0.1], [-0.1, 0.1, 0.0], [-0.1, 0.0, 0.0], [0.1, 0.0, -0.1], [0.0, -0.1, 0.1], [0.0, 0.1, -0.1], [0.0, -0.1, 0.0], [-0.1, -0.2, -0.2], [-0.5, -0.3, 0.0], [0.6, 0.3, 0.3], [0.5, -0.3, 0.1], [0.0, 0.0, -0.3], [0.2, 0.0, -0.1], [0.0, -0.1, -0.1], [-0.1, -0.2, -0.1], [-0.4, -0.2, 0.7], [0.1, -0.1, -0.5], [0.0, 0.0, 0.1], [-0.3, 0.5, 0.5], [0.0, -0.2, 0.1], [0.1, 0.0, -0.2], [0.3, -0.1, 0.0], [0.2, 0.1, 0.3], [-0.1, 0.0, -0.7], [-0.1, 0.1, 0.1], [0.0, 0.0, 0.1], [0.1, 0.0, 0.0], [0.0, 0.1, 0.0], [-0.1, 0.0, 0.0], [0.0, 0.0, 0.1], [-0.1, 0.2, -0.1], [-0.2, 0.3, 0.0], [-0.2, 0.0, -0.1], [0.1, -0.1, 0.0], [0.1, 0.0, -0.2], [0.0, 0.0, 0.0], [-0.1, 0.1, 0.0], [0.0, 0.0, 0.1]],
  "homo_lumo_gap_ev": [6.5, 6.5],
  "total_charge": 2,
  "homo_ev": [-13.0, -13.0],
  "e_lumo_ev": [-6.505, -6.492],
  "spin_multiplicity": 5
}


(2)
{
  "formula": "C4H9I2N",
  "method": "wB97M-V/def2-TZVPD",
  "elements": ["C", "C", "C", "C", "N", "I", "I", "H", "H", "H", "H", "H", "H", "H", "H", "H"],
  "coordinates": [[-0.48346, -1.10964, 0.79923], [0.61499, -0.35440, -1.49615], [-0.71810, 1.69183, 0.27225], [0.40388, -0.08101, 0.00666], [1.53309, 0.17471, 0.77156], [-2.75800, 1.56778, -0.13783], [2.94893, 1.63986, 0.03810], [-0.03667, -2.12755, 0.56570], [-0.44357, -0.87265, 1.81496], [-1.43466, -1.00885, 0.26183], [1.22293, 0.46661, -1.94948], [-0.38397, -0.47910, -1.92579], [1.14569, -1.31493, -1.74906], [-0.57940, 2.00140, 1.28422], [-0.14346, 2.41092, -0.49468], [1.42915, 0.45948, 1.69538]],
  "forces_ev_per_angstrom": [[1.6, -0.4, -4.1], [0.2, 0.0, 0.5], [3.1, -1.1, -3.4], [-2.3, 1.7, 1.1], [2.7, 0.1, -2.5], [-0.2, 0.0, -0.2], [-0.9, -0.9, 0.4], [-0.6, 1.0, 0.6], [-0.5, 0.2, 1.6], [-0.2, -0.4, 0.9], [-0.9, -0.6, 0.2], [0.2, 0.5, -0.2], [-0.3, 0.8, 0.8], [0.2, 0.1, 0.6], [-1.6, -1.5, 1.8], [-0.7, 0.4, 1.8]],
  "e_above_lowest_kj_mol": 127.0,
  "homo_lumo_gap_ev": 7.4,
  "homo_ev": -8.0,
  "e_lumo_ev": -0.646
}